Entry 1:
The following is a quantum chemistry calculation of the molecule C4H4N4O, from the OMol25 dataset.

Summary:
Highest occupied orbital energy   -10.33 eV
Spin multiplicity   1
Frontier orbital gap   9.05 eV
Relative energy (zero: lowest compared OMol25 entry of this formula, charge and spin)   43.2 kJ/mol
M   124.1 g/mol
SMILES string   [H]/N=C1C=N/C(=N/C=O)N/1
Largest force on an atom   1.93 eV/Å
Total energy   -449.07900 Eh

XYZ file:
```
13
Properties=species:S:1:pos:R:3:forces:R:3:mulliken_charge:R:1
C -1.627773 -0.487100 -0.008309 -0.69 1.11 0.01 0.499
C 0.327197 0.646675 -0.024969 0.38 0.59 0.66 0.361
C 2.492872 -0.047116 -0.010430 1.44 -0.89 0.93 0.193
C -1.795921 1.039342 -0.007127 -1.03 -1.38 -0.08 0.015
H -2.180764 -2.280230 0.039020 -0.44 0.36 -0.02 0.257
H 0.341678 -1.423838 -0.058863 0.00 0.10 0.07 0.250
H 3.550893 0.297320 0.100508 -0.63 0.04 -0.35 0.372
H -2.780570 1.492635 -0.045920 0.11 0.08 0.15 0.424
N -2.581084 -1.326228 0.019215 1.18 -0.17 -0.03 -0.643
N -0.247016 -0.597554 -0.010944 0.25 0.06 -0.23 -0.069
N 1.584384 0.976829 0.007269 -1.45 -0.04 -0.47 -0.541
N -0.707622 1.670018 0.021660 1.19 -0.39 -0.30 -0.526
O 2.293735 -1.257268 0.001232 -0.30 0.54 -0.33 -0.593
```
Positions in Å, forces in eV/Å.

Entry 2:
The following is a quantum chemistry calculation of the molecule C4H4N4O, from the OMol25 dataset.

Summary:
Highest occupied orbital energy   -10.34 eV
Spin multiplicity   1
Frontier orbital gap   10.29 eV
Relative energy (zero: lowest compared OMol25 entry of this formula, charge and spin)   323.4 kJ/mol
M   124.1 g/mol
SMILES string   N#CCN(CC#N)N=O
Largest force on an atom   1.81 eV/Å
Total energy   -448.97228 Eh

XYZ file:
```
13
Properties=species:S:1:pos:R:3:forces:R:3:mulliken_charge:R:1
C 1.218237 -0.437284 -0.162527 -1.42 0.29 -0.43 -0.479
C 1.935562 0.457042 0.751774 1.11 0.56 0.45 0.330
C -0.992674 0.517741 0.297263 -0.01 1.42 0.35 -0.616
C -1.546241 -0.685090 0.918651 0.10 -1.62 0.71 0.365
H 1.762693 -0.825854 -1.008756 0.59 0.14 -0.08 0.410
H 0.883018 -1.283457 0.449747 0.01 -0.05 -0.19 0.273
H -1.812592 1.093059 -0.140730 0.24 0.05 0.00 0.323
H -0.477793 1.134170 1.088934 -0.76 -0.54 -0.66 0.297
N -0.283870 0.046116 -2.013050 0.22 -0.30 -1.06 -0.152
N 0.018494 0.253718 -0.719072 -0.50 -0.59 1.00 0.445
N 2.515402 1.097662 1.521378 -0.76 -0.64 -0.87 -0.378
N -1.825372 -1.681912 1.440637 0.17 1.29 -0.70 -0.386
O -1.394864 0.314089 -2.424251 1.02 -0.03 1.50 -0.431
```
Positions in Å, forces in eV/Å.

Entry 3:
The following is a quantum chemistry calculation of the molecule C4H4N4O3, from the OMol25 dataset.

Summary:
Highest occupied orbital energy   -8.86 eV
Spin multiplicity   1
Frontier orbital gap   8.73 eV
Relative energy (zero: lowest compared OMol25 entry of this formula, charge and spin)   184.7 kJ/mol
M   156.1 g/mol
SMILES string   O=NNc1cnc(O)[nH]c1=O
Largest force on an atom   6.69 eV/Å
Total energy   -599.47285 Eh

XYZ file:
```
15
Properties=species:S:1:pos:R:3:forces:R:3:mulliken_charge:R:1
C -1.590390 -0.876950 0.560306 -5.64 3.58 0.33 0.536
C -0.388235 1.088532 0.603304 -1.89 -4.18 -0.25 -0.554
C 0.642039 0.374035 0.023939 -1.56 1.28 -0.59 0.540
C 0.382486 -0.944593 -0.639593 3.20 1.13 1.92 0.466
H -3.512303 -0.886648 0.752418 1.05 -0.77 0.12 0.354
H -0.321218 2.127314 0.808868 -0.05 0.65 0.49 0.368
H 1.675354 1.969654 0.429455 0.97 1.37 0.11 0.214
H -0.971826 -2.517619 -0.412637 0.71 2.31 -0.11 0.294
N -1.647966 0.396915 0.930844 3.33 -0.61 -0.90 -0.607
N 1.818121 1.119969 -0.063776 0.49 -1.44 -0.97 0.019
N 2.787052 0.926854 -0.993412 0.28 1.50 0.02 0.033
N -0.763191 -1.473469 -0.248692 -1.74 -3.99 0.30 -0.089
O -2.802575 -1.563016 0.601522 0.42 0.78 0.64 -0.524
O 3.519523 1.896694 -1.149191 -0.98 -1.29 0.55 -0.479
O 1.173127 -1.637671 -1.203354 1.41 -0.31 -1.67 -0.572
```
Positions in Å, forces in eV/Å.

Entry 4:
The following is a quantum chemistry calculation of a cluster of 2 separate species, C4H4NO2 in total, from the OMol25 dataset.

Summary:
Highest occupied orbital energy   -3.65 eV
Spin multiplicity   1
Frontier orbital gap   7.75 eV
Relative energy (zero: lowest compared OMol25 entry of this formula, charge and spin)   306.0 kJ/mol
M   98.1 g/mol
Largest force on an atom   3.16 eV/Å
Total energy   -360.01923 Eh
Net charge   -1

XYZ file:
```
11
Properties=species:S:1:pos:R:3:forces:R:3:mulliken_charge:R:1
C -1.727356 -0.131328 -0.062160 -0.68 -0.08 0.15 -0.753
C -1.548291 -1.340032 -0.008048 0.89 -0.39 0.51 1.202
C -1.781344 1.181875 -0.358329 0.13 1.33 -1.08 -0.332
C 1.948669 0.144050 -0.013394 -1.97 -1.86 1.39 -0.042
N 2.664625 -0.550789 0.764282 -0.11 -0.05 -0.11 -0.591
O -2.093443 2.095909 0.407098 0.05 0.58 -0.40 -0.633
O -1.232561 -2.464833 0.208052 -0.02 -1.92 -0.08 -0.678
H -1.466130 1.372856 -1.452683 -0.35 0.50 0.90 0.252
H 2.359655 0.901039 -0.550310 1.44 2.28 -1.66 0.332
H 0.854005 0.007143 -0.117214 0.47 -0.01 0.00 -0.072
H 2.022172 -1.215893 1.182708 0.13 -0.39 0.38 0.315
```
Positions in Å, forces in eV/Å.

Entry 5:
The following is a quantum chemistry calculation of the ion C4H4NO3 with charge -1, from the OMol25 dataset.

Summary:
Highest occupied orbital energy   -2.38 eV
Spin multiplicity   1
Frontier orbital gap   6.33 eV
Relative energy (zero: lowest compared OMol25 entry of this formula, charge and spin)   245.2 kJ/mol
M   114.1 g/mol
SMILES string   CN([O-])C(=O)C=C=O
Largest force on an atom   2.38 eV/Å
Total energy   -435.27014 Eh
Net charge   -1

XYZ file:
```
12
Properties=species:S:1:pos:R:3:forces:R:3:mulliken_charge:R:1
C -1.515632 -0.320255 0.908644 0.78 0.82 0.70 -1.028
C -2.210212 -1.056011 0.097525 -0.81 -1.37 -1.77 0.872
C -0.178275 0.287129 0.694692 0.31 -0.15 -0.21 0.741
C 1.763206 0.562550 -0.656034 -0.13 -0.05 0.11 -0.961
N 0.511050 -0.105572 -0.369420 0.55 0.51 0.19 0.383
O -2.947628 -1.711775 -0.543156 0.65 0.63 0.75 -0.462
O 0.260060 1.126680 1.510446 -0.27 0.26 0.53 -0.806
O 0.087237 -0.976981 -1.282747 -0.88 -0.47 -0.14 -0.881
H -1.971601 -0.003259 1.834553 -0.22 -0.10 0.00 0.295
H 1.647869 1.165538 -1.562231 0.04 -0.04 -0.07 0.256
H 1.997285 1.206572 0.189828 0.12 -0.03 -0.10 0.338
H 2.556641 -0.174616 -0.822099 -0.14 0.01 0.00 0.253
```
Positions in Å, forces in eV/Å.

Entry 6:
The following is a quantum chemistry calculation of a structure of composition C4H4NO3S, from the OMol25 dataset.

Summary:
Highest occupied orbital energy   -4.43 eV
Spin multiplicity   1
Frontier orbital gap   8.05 eV
Relative energy (zero: lowest compared OMol25 entry of this formula, charge and spin)   258.6 kJ/mol
M   146.1 g/mol
Largest force on an atom   4.27 eV/Å
Total energy   -833.49629 Eh
Net charge   -1

XYZ file:
```
13
Properties=species:S:1:pos:R:3:forces:R:3:mulliken_charge:R:1
C -1.467725 -0.887582 0.142049 0.69 1.33 -0.79 -0.793
C -2.359552 0.193034 -0.209281 0.87 -0.98 1.74 0.100
C -0.091604 -0.708612 0.099482 0.04 -3.75 -0.36 0.716
C 1.695236 0.773221 -0.051461 2.15 -0.02 0.70 0.590
N 2.172559 1.883574 0.280030 -1.58 3.95 0.43 -0.710
O 0.676620 -1.784211 0.129955 -2.17 0.78 0.83 -0.644
O 0.414705 0.484861 -0.067912 -2.04 1.38 0.09 -0.298
O -1.999650 1.359953 -0.303196 -1.04 0.26 -0.55 -0.597
S 2.797791 -0.459096 -0.404950 3.51 -0.21 -1.13 -0.564
H -1.659654 -1.932060 0.126201 -0.96 -0.54 0.10 0.313
H -3.426511 -0.130119 -0.179563 -0.11 0.40 -0.54 0.294
H 1.434439 2.690670 0.440076 1.42 -2.42 -0.41 0.250
H 1.813343 -1.483634 -0.001424 -0.78 -0.21 -0.12 0.344
```
Positions in Å, forces in eV/Å.

Entry 7:
The following is a quantum chemistry calculation of the molecule C4H4NP, from the OMol25 dataset.

Summary:
Highest occupied orbital energy   -9.20 eV
Spin multiplicity   1
Frontier orbital gap   9.61 eV
Relative energy (zero: lowest compared OMol25 entry of this formula, charge and spin)   412.9 kJ/mol
M   97.1 g/mol
Largest force on an atom   4.91 eV/Å
Total energy   -550.66242 Eh

XYZ file:
```
10
Properties=species:S:1:pos:R:3:forces:R:3:mulliken_charge:R:1
C 2.391728 -0.652166 0.088541 0.87 4.67 -1.25 -0.073
C 0.948834 -0.604272 -0.206600 -0.34 -0.39 0.23 0.627
C 2.711708 -1.784494 0.429715 1.34 -2.90 0.96 -0.452
C 1.759923 0.631597 -0.452356 -0.99 -2.76 -3.16 -0.278
N 0.050144 -1.424708 -0.034627 0.26 0.75 -0.73 -0.301
P -1.626737 -1.261639 -0.237483 -0.56 -0.66 1.14 -0.133
H 1.492400 1.452428 0.118741 0.15 1.40 1.48 0.268
H 1.842865 0.852020 -1.590104 0.35 -0.47 2.12 0.194
H -1.697537 -2.195339 0.822954 -0.97 -0.87 -0.60 0.092
H -1.837392 -0.477530 0.910141 -0.11 1.22 -0.20 0.056
```
Positions in Å, forces in eV/Å.

Entry 8:
The following is a quantum chemistry calculation of a cluster of 2 separate species, C4H4O in total, from the OMol25 dataset.

Summary:
Highest occupied orbital energy   -9.05 eV
Spin multiplicity   1
Frontier orbital gap   9.78 eV
Relative energy (zero: lowest compared OMol25 entry of this formula, charge and spin)   492.7 kJ/mol
M   68.1 g/mol
SMILES string   C1=CC=1.C=O
Largest force on an atom   5.18 eV/Å
Total energy   -229.84028 Eh

XYZ file:
```
9
Properties=species:S:1:pos:R:3:forces:R:3:mulliken_charge:R:1
C 0.402317 -1.980418 -0.724787 -1.59 -0.68 4.88 -0.113
C 0.443244 -2.297967 0.608140 0.63 1.99 -2.78 -0.163
C -0.218079 2.129340 0.397857 1.49 2.59 0.58 -0.081
C -0.473393 -1.297672 0.189837 0.36 -0.45 -0.40 -0.464
O 0.077070 2.054145 -0.756563 -0.21 -0.38 -0.02 -0.398
H 0.779858 -2.365416 -1.591835 0.83 -0.15 -2.38 0.414
H 1.122868 -2.684640 1.326483 -0.24 -0.70 0.72 0.332
H 0.103261 2.946406 1.097541 0.59 0.52 -0.89 0.206
H -0.780566 1.547401 1.040030 -1.85 -2.74 0.29 0.268
```
Positions in Å, forces in eV/Å.

Entry 9:
The following is a quantum chemistry calculation of the molecule C4H4O, from the OMol25 dataset.

Summary:
Highest occupied orbital energy   -10.39 eV
Spin multiplicity   1
Frontier orbital gap   10.71 eV
Relative energy (zero: lowest compared OMol25 entry of this formula, charge and spin)   169.3 kJ/mol
M   68.1 g/mol
SMILES string   C#CC(C)=O
Largest force on an atom   0.73 eV/Å
Total energy   -229.96346 Eh

XYZ file:
```
9
Properties=species:S:1:pos:R:3:forces:R:3:mulliken_charge:R:1
C -1.027504 0.368696 -0.106502 -0.18 0.06 -0.01 -0.859
C -0.247864 -0.900644 0.187598 -0.25 -0.23 0.13 0.474
O -0.741731 -1.926837 0.583065 0.41 0.39 -0.20 -0.510
C 1.169202 -0.618977 -0.088863 0.32 0.60 -0.25 -0.211
C 2.005755 0.164824 -0.469960 -0.05 -0.49 0.18 -0.090
H -0.358585 1.081791 -0.589062 -0.46 -0.01 0.05 0.291
H -1.381886 0.787689 0.839584 -0.03 -0.07 -0.08 0.255
H -1.887961 0.139549 -0.737752 0.02 0.00 0.11 0.280
H 2.687188 0.907342 -0.818062 0.22 -0.26 0.06 0.369
```
Positions in Å, forces in eV/Å.

Entry 10:
The following is a quantum chemistry calculation of a cluster of 2 separate species, C4H4O in total, from the OMol25 dataset.

Summary:
Highest occupied orbital energy   -9.25 eV
Spin multiplicity   1
Frontier orbital gap   10.05 eV
Relative energy (zero: lowest compared OMol25 entry of this formula, charge and spin)   314.5 kJ/mol
M   68.1 g/mol
SMILES string   C=C=O.C#C
Largest force on an atom   5.43 eV/Å
Total energy   -229.90815 Eh

XYZ file:
```
9
Properties=species:S:1:pos:R:3:forces:R:3:mulliken_charge:R:1
C 1.488090 -0.765621 -0.210360 1.34 -1.55 -0.65 -0.750
C 1.726868 0.022406 -1.095863 -1.03 -3.44 3.81 -0.066
C -0.115526 0.573569 1.396474 2.51 1.54 4.55 0.667
C -1.085040 0.517954 0.619802 -4.49 -0.39 -3.02 -0.841
O 0.568363 0.809925 2.310698 0.62 -0.47 -0.50 -0.379
H 1.597668 -1.730016 0.338524 -0.55 1.60 -0.43 0.302
H 1.877871 0.734217 -1.751589 0.59 3.16 -2.90 0.495
H -2.109444 0.825696 0.881950 0.87 0.00 0.29 0.246
H -0.998788 0.008915 -0.290068 0.13 -0.45 -1.16 0.325
```
Positions in Å, forces in eV/Å.